# 1
Below is a structure of composition C27H31GaGeN6O3S2, with properties calculated with the ωB97M-V functional and the def2-TZVPD basis.

⟨S²⟩   0.7559
Total charge   +1
Strongest force on any atom   0.3 eV/A
Gap between HOMO and LUMO (alpha / beta)   6.9 / 7.5 eV
Multiplicity   2
LUMO (alpha / beta)   -0.101 / -0.131 Eh

```
71
C27H31GaGeN6O3S2 | OMol25 | the ωB97M-V functional and the def2-TZVPD basis
Ga -0.139 0.489 -2.653
N 0.224 -3.554 -3.227
C -1.042 -3.556 -3.777
C -1.583 -2.351 -3.473
N -0.680 -1.617 -2.734
C 0.394 -2.372 -2.626
C 1.530 -1.782 -1.945
N 1.382 -0.542 -1.533
C 2.591 -0.172 -0.983
C 3.447 -1.221 -1.046
N 2.756 -2.244 -1.669
H 0.916 -4.273 -3.354
H -1.424 -4.397 -4.325
H -2.559 -1.985 -3.739
H 2.772 0.804 -0.568
H 4.463 -1.335 -0.715
H 3.141 -3.137 -1.928
N -0.256 1.824 -0.998
C -0.842 3.158 -1.304
C -2.319 3.036 -1.629
C -2.599 2.239 -2.891
N -2.210 0.814 -2.697
H -0.723 1.432 -0.180
H 0.714 1.949 -0.714
H -0.292 3.565 -2.154
H -0.696 3.822 -0.450
H -2.730 4.040 -1.750
H -2.852 2.595 -0.777
H -2.019 2.612 -3.736
H -3.656 2.298 -3.155
H -2.481 0.286 -3.522
H -2.713 0.431 -1.899
O 1.591 -0.781 -4.882
S 0.910 0.474 -5.154
O -0.533 0.346 -4.664
O 1.018 1.023 -6.464
S 1.490 1.823 -3.664
C -3.417 2.847 2.380
C -3.616 1.542 1.947
C -2.539 0.673 1.850
C -1.247 1.087 2.197
C -1.065 2.402 2.635
C -2.143 3.273 2.728
Ge 0.238 -0.121 1.890
C -0.153 -1.932 2.448
C 0.293 -3.028 1.711
C 0.027 -4.324 2.131
C -0.695 -4.537 3.297
C -1.150 -3.457 4.039
C -0.883 -2.162 3.615
C 1.943 0.519 2.529
C 2.461 1.754 2.129
C 3.711 2.178 2.554
C 4.469 1.363 3.385
C 3.975 0.130 3.784
C 2.724 -0.293 3.354
H -4.255 3.526 2.461
H -4.613 1.201 1.696
H -2.710 -0.348 1.522
H -0.081 2.746 2.929
H -1.989 4.284 3.084
H 0.864 -2.871 0.800
H 0.382 -5.168 1.555
H -0.903 -5.546 3.629
H -1.711 -3.621 4.949
H -1.248 -1.327 4.204
H 1.883 2.407 1.480
H 4.093 3.140 2.240
H 5.444 1.691 3.722
H 4.564 -0.505 4.433
H 2.354 -1.262 3.670
```

***

# 2
Below is a cluster of 2 separate species, C3H6OS in total at a distorted geometry, with properties calculated with the ωB97M-V functional and the def2-TZVPD basis.

Strongest force on any atom   6.7 eV/A
Gap between HOMO and LUMO   8.0 eV
Multiplicity   1
LUMO   -0.025 Eh

```
11
C3H6OS | OMol25 | the ωB97M-V functional and the def2-TZVPD basis
C -0.098 -0.156 1.313
C -0.130 0.767 0.120
C 0.325 0.063 -1.170
H -0.593 -0.974 0.572
H 0.974 -0.287 1.781
H -0.863 0.289 2.040
H 0.128 0.683 -2.114
H 1.503 0.112 -0.961
H -0.934 -1.594 -0.571
O 0.267 -1.294 -1.254
S -0.578 2.391 0.243
```